Record 1
The following is a DFT calculation (ωB97M-V/def2-TZVPD) of a molecular structure, C12H8MoNO3S2.

Structure (XYZ):
```
27
Properties=species:S:1:pos:R:3:forces:R:3:nbo_charge:R:1
Mo -0.1101 -0.4290 0.8941 -0.26 0.14 -0.10 0.88
O 1.4411 0.5993 1.6776 0.26 0.25 0.08 -0.53
N 2.0043 1.6021 0.9565 -0.02 -0.13 0.11 0.00
C 2.9167 2.3553 1.6050 0.03 0.02 0.01 0.04
C 3.5658 3.3642 0.9529 -0.02 -0.02 0.02 -0.25
C 3.2663 3.5954 -0.3944 -0.01 -0.02 -0.03 -0.16
C 2.3343 2.8105 -1.0250 0.03 0.02 -0.01 -0.22
C 1.6823 1.7804 -0.3345 -0.05 -0.01 -0.06 0.03
S 0.4730 0.7456 -1.0410 0.01 0.06 0.09 -0.04
H 3.0607 2.0801 2.6386 0.00 0.01 0.00 0.24
H 4.2902 3.9613 1.4852 0.00 0.00 0.01 0.24
H 3.7679 4.3860 -0.9353 0.00 0.00 0.00 0.23
H 2.0765 2.9568 -2.0644 0.00 0.00 0.00 0.24
O -3.5895 -1.1826 2.3596 0.03 0.02 -0.07 -0.56
C -2.5677 -1.0188 1.7512 -0.19 -0.20 0.21 0.78
O -1.6352 -0.1301 2.0866 0.13 0.09 -0.25 -0.68
C -2.2847 -1.7697 0.4534 0.23 0.08 0.09 -0.21
C -3.3114 -1.6838 -0.4991 -0.04 -0.03 -0.19 -0.15
C -3.1973 -2.2873 -1.7290 -0.09 0.08 0.09 -0.20
C -2.0396 -2.9999 -2.0482 0.13 -0.01 0.07 -0.19
C -1.0219 -3.1025 -1.1297 -0.11 -0.04 -0.16 -0.20
C -1.1255 -2.5181 0.1457 0.05 -0.20 0.27 -0.19
S 0.2750 -2.6421 1.2528 -0.10 -0.11 -0.19 0.00
H -4.2073 -1.1411 -0.2289 -0.01 0.01 0.00 0.24
H -4.0041 -2.2092 -2.4454 0.00 0.00 0.00 0.22
H -1.9396 -3.4714 -3.0169 0.00 0.00 -0.01 0.22
H -0.1204 -3.6515 -1.3674 -0.01 -0.01 0.02 0.23
```
Positions in Å, forces in eV/Å.

energy above the lowest of the compared OMol25 structures with the same formula, charge and spin = 0.0 kcal per mole
electronic energy = -1607.13092 Eh
multiplicity = 2
molar mass = 374.27 g mol⁻¹
charge = 0
lowest unoccupied orbital energy (alpha / beta) = -0.2 / -0.5 eV



Record 2
The following is a DFT calculation (ωB97M-V/def2-TZVPD) of a molecular structure, C12H8N3O5S2V.

Structure (XYZ):
```
31
Properties=species:S:1:pos:R:3:forces:R:3:nbo_charge:R:1
V 0.9789 -1.0462 0.7926 0.14 -0.91 0.70 1.11
S 1.1987 -1.3670 3.0437 -0.39 -0.16 -0.18 0.07
C -0.2152 -2.3662 3.3476 0.25 0.34 0.36 -0.22
C -0.7079 -2.4266 4.6968 0.18 -0.02 -0.33 0.21
N -1.0850 -2.4604 5.7803 -0.02 0.02 0.06 -0.18
C -0.7995 -3.0422 2.3422 -0.26 -0.30 -0.42 -0.25
S -0.1619 -2.9475 0.7082 0.08 0.17 0.20 0.19
C -1.9634 -3.8670 2.5256 0.33 0.24 0.01 0.21
N -2.9033 -4.5135 2.6523 -0.05 -0.06 -0.02 -0.18
O 1.2055 -1.0691 -1.1904 -0.01 0.10 -0.12 -0.60
C 0.5605 -0.3946 -2.0194 0.20 -0.23 -0.01 0.48
C -0.3611 0.6429 -1.7010 -0.07 0.18 -0.47 -0.30
C -0.8617 1.4204 -2.7602 -0.10 0.02 0.23 -0.08
C -1.6720 2.4791 -2.4466 -0.07 0.15 -0.22 -0.01
C -2.0100 2.8016 -1.1386 0.00 -0.08 0.24 -0.07
C -1.5347 2.0331 -0.0848 -0.26 0.22 -0.33 -0.27
C -0.7214 0.9588 -0.3813 0.35 -0.68 0.90 0.45
O -0.2629 0.1806 0.6414 -0.16 0.95 -0.61 -0.62
N -2.2094 3.3202 -3.5480 0.00 -0.05 0.04 0.53
O -2.8989 4.2616 -3.2302 0.07 -0.08 -0.03 -0.34
O -1.9141 2.9907 -4.6753 0.00 0.03 0.07 -0.35
H 0.7533 -0.6073 -3.0746 -0.03 0.05 -0.02 0.20
H -0.6213 1.2072 -3.7932 0.02 -0.01 0.00 0.27
H -2.6551 3.6515 -0.9627 0.00 0.01 0.00 0.28
H -1.8069 2.2480 0.9380 0.04 -0.01 0.02 0.26
C 3.8990 -0.0349 0.3620 -0.07 -0.29 0.01 -0.26
O 3.0586 -1.1414 0.8290 -0.29 0.34 -0.06 -0.71
H 4.9296 -0.3779 0.3496 0.01 0.06 -0.02 0.23
H 3.7755 0.8210 1.0223 0.04 0.01 -0.04 0.20
H 3.5721 0.1853 -0.6496 0.02 0.04 0.02 0.21
H 3.4341 -1.5404 1.6243 0.05 -0.05 0.02 0.53
```
Positions in Å, forces in eV/Å.

energy above the lowest of the compared OMol25 structures with the same formula, charge and spin = 3.8 kcal per mole
electronic energy = -2742.59521 Eh
multiplicity = 2
molar mass = 389.29 g mol⁻¹
charge = +1
lowest unoccupied orbital energy (alpha / beta) = -5.9 / -5.8 eV



Record 3
The following is a DFT calculation (ωB97M-V/def2-TZVPD) of a molecular structure, C12H9BiBrFN2Se2Te2.

Structure (XYZ):
```
30
Properties=species:S:1:pos:R:3:forces:R:3:nbo_charge:R:1
Bi 0.4042 -0.3392 -2.0834 0.18 -0.35 -0.84 1.33
Se -1.2249 -1.6687 -3.9293 -0.06 0.00 -0.21 -0.59
Te -2.6538 0.0841 -5.0401 0.12 0.07 0.30 0.14
Te -1.1334 2.2616 -4.4489 -0.04 -0.34 0.12 0.09
Se -1.0391 1.7867 -1.9718 -0.73 0.60 -0.43 -0.43
Br -4.5125 -4.0138 2.3019 0.11 0.11 -0.08 0.04
C -3.1270 -2.9067 1.6090 -0.16 -0.11 0.09 -0.11
C -2.8602 -2.8934 0.2526 -0.11 -0.07 0.20 -0.21
C -1.8336 -2.1069 -0.2266 0.20 0.10 0.10 -0.28
C -1.0505 -1.3159 0.6151 -0.47 -0.33 0.22 0.25
C -1.3574 -1.3391 1.9809 0.19 0.16 -0.09 -0.28
C -2.3821 -2.1246 2.4717 -0.10 -0.12 -0.02 -0.20
N -0.0463 -0.5211 0.0584 0.44 0.57 -0.07 -0.79
C 1.0512 -0.1396 0.8377 -0.04 -0.32 0.51 0.29
C 1.7944 1.0974 0.3885 0.24 0.15 0.36 0.19
C 2.4884 1.8780 1.3056 -0.07 0.06 -0.11 -0.22
C 3.2074 2.9697 0.8453 -0.11 -0.11 -0.06 -0.14
C 3.2058 3.2575 -0.5126 -0.04 -0.10 0.06 -0.24
C 2.4887 2.4277 -1.3533 0.15 0.20 -0.07 0.06
N 1.8202 1.3761 -0.9066 0.13 -0.32 0.41 -0.49
H -3.4405 -3.5001 -0.4241 -0.05 -0.05 -0.08 0.23
H -1.6306 -2.1178 -1.2856 -0.08 -0.02 -0.14 0.22
H -0.8100 -0.7400 2.6927 0.04 0.05 0.01 0.21
H -2.5989 -2.1248 3.5298 -0.01 -0.01 0.04 0.23
H 0.7935 -0.0364 1.8975 0.03 0.03 -0.23 0.18
H 2.4695 1.6320 2.3552 -0.03 -0.05 0.11 0.23
H 3.7562 3.5874 1.5401 0.05 0.06 0.03 0.23
H 3.7477 4.0985 -0.9138 0.03 0.09 -0.02 0.23
H 2.4278 2.6074 -2.4184 0.06 0.05 -0.08 0.21
F 2.0456 -1.1762 0.8326 0.12 0.01 -0.02 -0.40
```
Positions in Å, forces in eV/Å.

energy above the lowest of the compared OMol25 structures with the same formula, charge and spin = 16.3 kcal per mole
electronic energy = -8799.63732 Eh
molar mass = 902.22 g mol⁻¹
charge = 0
lowest unoccupied orbital energy = -0.7 eV



Record 4
The following is a DFT calculation (ωB97M-V/def2-TZVPD) of 2 unconnected molecules or ions with the total composition C12H9F9N2O4S.

Structure (XYZ):
```
37
Properties=species:S:1:pos:R:3:forces:R:3:nbo_charge:R:1
N 4.6348 -1.2230 2.5984 0.39 -0.69 0.22 -0.27
C 4.0365 -0.2919 2.3245 -0.56 1.03 -0.40 0.26
C 3.2609 0.9058 1.9542 0.04 -0.19 0.06 -0.50
C 2.1358 0.5393 0.9538 0.27 -0.27 -0.09 -0.56
C 2.6070 0.4339 -0.4327 -0.48 0.10 1.63 0.24
N 2.9818 0.3585 -1.5018 0.46 -0.08 -1.37 -0.22
S 0.8555 1.8284 0.9572 0.07 0.12 0.17 2.12
O -0.0389 1.6091 -0.1313 -0.10 -0.11 0.08 -0.89
O 1.5118 3.0769 1.1744 -0.06 -0.01 -0.05 -0.88
C -0.0508 1.4313 2.5773 -0.06 0.14 -0.17 0.41
F 0.3345 2.3690 3.4539 -0.06 -0.32 -0.13 -0.29
F 0.3421 0.2231 3.0300 -0.12 0.20 0.03 -0.31
C -1.6086 1.5262 2.4694 0.01 -0.01 0.22 0.58
F -1.8535 2.7093 1.8729 -0.06 -0.18 0.21 -0.29
F -2.0509 1.5798 3.7422 0.12 -0.03 -0.23 -0.29
C -2.4804 0.4181 1.7256 0.02 0.04 -0.12 0.56
F -3.6048 0.2437 2.4495 0.16 0.17 -0.25 -0.29
F -2.8019 0.9025 0.5175 -0.02 -0.13 0.11 -0.28
C -1.9039 -1.0103 1.5075 0.20 0.14 0.12 0.93
F -1.7084 -1.6147 2.6758 0.03 0.05 -0.10 -0.29
F -2.7650 -1.7154 0.7889 -0.01 0.02 0.05 -0.29
F -0.7382 -0.9651 0.8372 -0.17 0.00 0.16 -0.32
H 3.9205 1.6567 1.5130 -0.09 -0.08 0.08 0.28
H 2.8341 1.3366 2.8667 0.05 -0.08 -0.16 0.27
H 1.6758 -0.4152 1.2284 -0.07 0.20 -0.05 0.30
O 0.7039 -2.8489 -4.9511 -0.04 0.03 0.03 -0.56
C -0.0122 -2.2359 -4.2183 0.06 0.00 -0.05 0.79
C -0.5012 -0.8050 -4.3507 0.00 0.02 0.16 -0.53
C -1.0069 -0.4785 -2.9472 0.09 0.00 -0.07 -0.43
C -1.4197 -1.8576 -2.4447 -0.02 0.01 0.03 -0.07
O -0.5245 -2.7806 -3.0841 -0.01 -0.02 0.01 -0.49
H -1.3020 -0.7944 -5.0928 0.01 0.01 -0.02 0.23
H 0.3057 -0.1666 -4.6990 -0.01 -0.01 -0.06 0.25
H -1.8219 0.2415 -2.9183 -0.02 -0.02 -0.02 0.22
H -0.1888 -0.0870 -2.3410 -0.02 0.00 0.02 0.22
H -2.4416 -2.1138 -2.7348 -0.01 0.02 0.00 0.18
H -1.3166 -1.9856 -1.3706 0.02 -0.03 -0.06 0.19
```
Positions in Å, forces in eV/Å.

electronic energy = -2170.08124 Eh
SMILES = N#CC[C@H](C#N)S(=O)(=O)C(F)(F)C(F)(F)C(F)(F)C(F)(F)F.O=C1CCCO1
molar mass = 448.26 g mol⁻¹
charge = 0
lowest unoccupied orbital energy = 0.1 eV



Record 5
The following is a DFT calculation (ωB97M-V/def2-TZVPD) of a molecular structure, C12H9IrN5O2S5.

Structure (XYZ):
```
34
Properties=species:S:1:pos:R:3:forces:R:3:nbo_charge:R:1
Ir -1.7912 -1.5217 1.6767 -0.06 -0.03 -0.02 1.19
S -1.9947 -5.3766 -0.7269 0.00 -0.04 -0.02 -0.07
C -1.8972 -3.9704 0.0915 0.01 0.24 0.11 -0.53
S -3.2104 -2.8039 0.2753 0.18 -0.18 -0.08 -0.11
S -0.4717 -3.3503 0.9140 -0.08 -0.16 -0.10 -0.09
N 4.5315 -0.2593 -3.3727 -0.01 -0.01 -0.05 -0.80
C 3.6434 -0.0741 -2.3077 -0.05 0.03 0.07 0.17
C 3.1977 1.2043 -1.9692 0.03 -0.07 -0.02 -0.27
C 2.3502 1.3866 -0.8902 -0.05 0.10 -0.01 -0.18
C 1.9468 0.2975 -0.1376 -0.09 0.06 0.19 -0.30
C 2.3876 -0.9773 -0.4578 -0.01 -0.11 0.00 -0.17
C 3.2307 -1.1627 -1.5366 0.01 0.04 -0.02 -0.26
S 0.8229 0.5191 1.2143 0.15 -0.20 -0.37 2.32
O 1.1523 -0.4594 2.2162 0.06 0.03 -0.11 -0.95
O 0.8171 1.9142 1.5597 0.04 -0.01 0.07 -0.95
N -0.6211 0.0579 0.5995 -0.03 -0.02 0.63 -0.97
C -1.5683 0.9979 0.3234 -0.26 0.13 -0.23 0.56
N -1.3249 2.1432 -0.3203 0.14 -0.09 0.04 -0.47
C -2.3526 2.9679 -0.4418 -0.09 0.02 -0.04 0.10
C -3.6301 2.6818 0.0192 -0.02 -0.01 0.01 -0.36
C -3.8031 1.4335 0.5942 0.03 -0.02 -0.17 0.11
N -2.7889 0.5970 0.7325 0.01 0.12 0.16 -0.52
H 4.4691 0.4500 -4.0867 0.01 -0.01 0.01 0.37
H 4.4989 -1.1841 -3.7737 0.01 0.02 0.01 0.37
H 3.5180 2.0571 -2.5565 0.01 0.00 -0.01 0.20
H 1.9877 2.3713 -0.6266 0.00 0.00 0.00 0.24
H 2.0585 -1.8229 0.1325 0.01 0.00 0.00 0.25
H 3.5724 -2.1598 -1.7882 0.00 0.00 -0.01 0.21
H -2.1498 3.9041 -0.9533 0.00 0.01 0.01 0.19
H -4.4451 3.3816 -0.0879 -0.01 0.00 0.00 0.22
H -4.7686 1.0839 0.9420 -0.01 0.02 0.02 0.20
S -2.5998 -1.2039 6.3467 -0.01 0.02 0.14 -0.18
C -2.4304 -1.4569 4.7761 -0.06 -0.11 -0.12 0.21
N -2.3370 -1.6655 3.6201 0.15 0.25 -0.10 -0.72
```
Positions in Å, forces in eV/Å.

electronic energy = -2982.26882 Eh
multiplicity = 5
molar mass = 607.79 g mol⁻¹
charge = -1
lowest unoccupied orbital energy (alpha / beta) = 2.6 / 1.1 eV



Record 6
The following is a DFT calculation (ωB97M-V/def2-TZVPD) of a single C12H9NO molecule.

Structure (XYZ):
```
23
Properties=species:S:1:pos:R:3:forces:R:3:nbo_charge:R:1
C -2.9729 -0.9227 0.4055 -0.16 -0.07 0.00 -0.23
C -3.3232 0.4133 0.5245 0.00 -0.02 0.00 -0.20
C -1.6735 -1.2894 0.0865 0.12 0.07 -0.02 -0.19
C -2.3833 1.4239 0.3683 0.24 0.13 -0.02 -0.28
C -0.7310 -0.2980 -0.0906 -0.09 0.59 0.11 -0.10
C -1.0835 1.0499 0.0902 -0.44 -0.72 0.06 0.36
C 1.6070 -1.3747 0.0876 0.60 0.13 0.19 -0.14
C 2.8714 -1.1680 0.4936 -0.76 -1.15 -0.16 -0.07
C 2.9940 1.1813 0.6138 -3.94 -0.47 -2.18 0.23
C 1.1085 0.4539 -1.6579 -0.06 0.17 -0.08 -0.43
C 0.7141 -0.3283 -0.3857 0.03 0.46 -0.15 -0.19
C 1.0797 1.1568 -0.3651 3.77 -0.71 1.56 0.23
N 3.4431 0.0523 0.7681 0.87 0.95 0.45 -0.44
O -0.0246 1.9111 -0.0122 -0.14 0.37 -0.05 -0.49
H -3.7192 -1.6874 0.5579 -0.09 -0.05 -0.02 0.21
H -4.3452 0.6743 0.7518 -0.10 0.04 0.04 0.21
H -1.4068 -2.3310 -0.0225 0.02 -0.08 0.00 0.21
H -2.6429 2.4645 0.4797 -0.05 0.11 0.03 0.23
H 1.2153 -2.3813 0.0786 0.10 -0.18 -0.03 0.22
H 3.5212 -1.9938 0.7494 -0.11 -0.11 -0.08 0.20
H 3.3529 2.1276 0.9396 0.24 0.55 0.27 0.19
H 2.0725 0.2110 -2.0818 0.04 -0.01 0.06 0.23
H 0.3263 0.6547 -2.3793 -0.09 -0.01 0.02 0.23
```
Positions in Å, forces in eV/Å.

energy above the lowest of the compared OMol25 structures with the same formula, charge and spin = 81.7 kcal per mole
electronic energy = -592.52036 Eh
molar mass = 183.21 g mol⁻¹
charge = 0
lowest unoccupied orbital energy = 0.4 eV



Record 7
The following is a DFT calculation (ωB97M-V/def2-TZVPD) of a molecular structure, C13H10AsN4ORhS5.

Structure (XYZ):
```
35
Properties=species:S:1:pos:R:3:forces:R:3:nbo_charge:R:1
Rh 0.1781 0.2900 -0.3055 -0.51 0.11 0.14 1.02
O -1.4865 -1.1064 3.1102 0.05 0.15 -0.20 -0.69
C -1.2583 -0.4572 2.0716 0.35 -0.59 -0.18 0.58
N -0.3013 -0.8940 1.1292 -0.26 0.28 0.04 -0.58
C 0.4673 -2.0880 1.3375 -0.06 0.22 -0.03 -0.27
C 1.5286 -2.1849 0.2757 0.05 -0.89 0.55 0.27
C 2.4175 -3.2597 0.2227 -0.56 0.10 0.59 -0.25
C 3.3436 -3.3220 -0.7834 0.39 -0.47 -0.05 -0.16
C 3.3788 -2.3159 -1.7179 -0.05 0.60 -0.45 -0.26
C 2.4722 -1.2730 -1.6009 0.91 -0.02 -0.81 0.08
N 1.5722 -1.2267 -0.6402 -0.38 0.44 0.08 -0.44
C -1.9149 0.7311 1.6310 0.16 0.44 -0.84 -0.04
C -3.0088 1.2911 2.3144 0.02 0.01 -0.01 -0.20
C -3.6848 2.3490 1.7825 0.17 0.30 -0.70 -0.25
C -3.2839 2.8457 0.4794 -0.40 -0.07 0.69 -0.36
C -2.2057 2.2864 -0.1504 0.12 -0.50 0.26 0.08
N -1.4787 1.2851 0.3864 -0.31 -0.05 0.80 -0.50
H -0.1555 -2.9866 1.2884 -0.09 -0.14 0.04 0.20
H 0.9296 -2.0924 2.3264 0.12 0.01 0.14 0.23
H 2.3644 -4.0259 0.9891 -0.02 0.08 -0.05 0.21
H 4.0424 -4.1509 -0.8360 -0.03 0.06 0.02 0.20
H 4.1041 -2.3084 -2.5224 -0.07 0.03 0.06 0.22
H 2.4604 -0.4311 -2.2852 0.05 -0.07 -0.01 0.25
H -3.2913 0.8343 3.2580 0.06 0.06 -0.06 0.21
H -4.5188 2.7944 2.3141 0.01 0.00 -0.07 0.19
H -3.7973 3.6687 -0.0050 0.01 -0.10 0.08 0.20
H -1.9144 2.6301 -1.1313 0.09 -0.02 -0.01 0.22
S -1.1397 4.0518 -3.7543 -0.15 0.13 0.33 -0.66
As 0.5293 3.4634 -2.5802 0.62 -0.06 -0.63 0.92
S 0.1487 4.4901 -0.7354 -0.21 0.14 0.12 -0.31
S 0.4763 1.2317 -2.3853 -0.06 -0.05 0.01 -0.55
S 2.4553 3.9150 -3.3111 -0.13 -0.11 0.01 -0.73
S 4.4211 0.4168 1.3059 -0.42 0.11 0.03 -0.39
C 2.8814 0.9725 1.0601 0.29 -0.07 -0.09 0.16
N 1.7904 1.3414 0.8438 0.27 -0.07 0.17 -0.60
```
Positions in Å, forces in eV/Å.

energy above the lowest of the compared OMol25 structures with the same formula, charge and spin = 40.8 kcal per mole
electronic energy = -5133.00365 Eh
multiplicity = 5
molar mass = 576.41 g mol⁻¹
charge = -2
lowest unoccupied orbital energy (alpha / beta) = 4.3 / 3.4 eV



Record 8
The following is a DFT calculation (ωB97M-V/def2-TZVPD) of a molecular structure, C13H10AuN3O8.

Structure (XYZ):
```
35
Properties=species:S:1:pos:R:3:forces:R:3:nbo_charge:R:1
Au 0.3652 0.0853 -0.0003 0.81 0.32 0.00 1.53
O -0.2583 4.3993 0.0003 0.03 0.01 0.00 -0.58
C -0.4040 3.1130 0.0001 -0.01 0.07 0.00 0.83
O 0.5406 2.3142 -0.0001 -0.16 -0.33 0.00 -0.66
C -1.7986 2.6298 0.0001 0.00 0.05 0.00 0.06
C -2.9359 3.4202 0.0003 0.02 0.01 0.00 -0.14
C -4.1619 2.7672 0.0003 0.01 -0.02 0.00 -0.12
C -4.1940 1.3782 0.0001 -0.01 0.04 0.00 -0.15
C -2.9892 0.6884 -0.0001 -0.04 0.06 0.00 0.06
N -1.8254 1.3100 -0.0001 -0.17 -0.11 0.00 -0.44
C -2.7871 -0.7968 -0.0003 0.07 -0.07 0.00 0.81
O -3.7818 -1.6337 -0.0003 -0.04 -0.09 0.00 -0.57
O -1.6440 -1.2163 -0.0004 -0.16 0.14 0.00 -0.58
H 0.6715 4.6859 0.0003 0.00 -0.02 0.00 0.53
H -2.8637 4.4988 0.0005 -0.01 0.00 0.00 0.27
H -5.0833 3.3335 0.0005 0.00 0.00 0.00 0.27
H -5.1488 0.8690 0.0001 0.00 -0.01 0.00 0.25
H -4.6637 -1.2350 -0.0002 0.02 0.04 0.00 0.52
C 3.5951 2.3425 -0.0004 0.01 -0.03 0.00 -0.68
C 3.4658 0.8657 -0.0002 -0.10 -0.06 0.00 0.47
N 2.3952 0.0461 -0.0004 -0.08 0.11 0.00 -0.47
C 2.8624 -1.2567 -0.0003 -0.10 0.04 0.00 -0.04
C 4.2109 -1.2458 0.0001 0.07 0.01 0.00 0.09
N 4.5475 0.0781 -0.0001 0.01 0.03 0.00 -0.44
C 5.3216 -2.2621 0.0006 0.02 0.02 0.00 0.76
O 4.9945 -3.5331 0.0012 -0.02 -0.01 0.00 -0.61
O 6.4384 -1.8334 0.0000 -0.02 -0.01 0.00 -0.51
C 1.8719 -2.3163 -0.0004 0.22 -0.05 0.00 0.76
O 2.0853 -3.4906 -0.0006 -0.10 0.04 0.00 -0.48
O 0.6103 -1.8382 -0.0004 -0.24 -0.18 0.00 -0.54
H 2.6297 2.8193 -0.0007 -0.03 0.03 0.00 0.25
H 4.1551 2.6549 -0.8828 -0.01 0.00 -0.01 0.27
H 4.1547 2.6552 0.8821 -0.01 0.00 0.01 0.27
H 5.5196 0.3792 0.0000 0.00 -0.01 0.00 0.48
H 4.0313 -3.7000 0.0014 0.00 -0.01 0.00 0.52
```
Positions in Å, forces in eV/Å.

electronic energy = -1402.68627 Eh
molar mass = 533.20 g mol⁻¹
charge = +2
lowest unoccupied orbital energy = -10.0 eV